1.
# C24H63F9N3O13PS2

10 unconnected molecules or ions with the total composition C24H63F9N3O13PS2 at a distorted geometry (ωB97M-V/def2-TZVPD, the OMol25 dataset).

HOMO-LUMO gap: 5.84 eV
SMILES: [H]/N=C/C[C@@]1(CCCCCN)OS(=O)(=O)O[C@@]1(CCCCC(F)(F)C(F)(F)S(F)(F)(F)(F)F)[PH2]=N.CO.CO.CO.CO.CO.CO.CO.CO.CO
LUMO level: -2.719 eV
spin multiplicity: 1

Atoms and positions in Å:
H: -0.13 -6.25 1.86
N: 0.83 -5.94 1.59
C: 0.79 -4.66 1.03
C: 2.20 -3.98 0.54
C: 2.07 -2.43 0.01
C: 3.21 -2.01 -1.13
C: 3.16 -2.94 -2.49
C: 2.92 -2.05 -3.88
C: 2.41 -3.07 -5.06
C: 0.80 -2.94 -5.42
N: 0.04 -2.56 -4.16
O: 0.84 -2.43 -0.81
S: -0.03 -0.98 -0.59
O: -0.04 0.08 -1.73
O: -1.43 -1.46 -0.06
O: 0.99 -0.21 0.59
C: 1.99 -1.20 1.11
C: 3.38 -0.47 1.61
C: 3.55 1.09 1.02
C: 2.73 2.13 2.02
C: 3.41 3.62 2.12
C: 2.76 4.60 3.29
F: 2.58 3.68 4.48
F: 3.74 5.63 3.80
C: 1.28 5.18 2.96
F: 0.85 5.99 4.15
F: 0.31 4.03 2.89
S: 1.06 6.19 1.42
F: 2.72 6.56 1.23
F: 0.81 7.58 2.44
F: -0.66 5.93 1.55
F: 1.10 4.85 0.36
F: 0.74 7.18 0.07
P: 1.14 -1.66 2.80
N: 1.96 -2.86 3.58
H: -0.26 -4.14 0.97
H: 2.62 -4.65 -0.35
H: 3.02 -3.99 1.40
H: 3.09 -0.87 -1.39
H: 4.26 -2.20 -0.62
H: 4.24 -3.43 -2.62
H: 2.40 -3.83 -2.39
H: 2.21 -1.13 -3.70
H: 3.99 -1.63 -4.17
H: 3.02 -2.80 -6.04
H: 2.60 -4.20 -4.76
H: 0.61 -2.18 -6.29
H: 0.47 -4.01 -5.83
H: -0.91 -2.20 -4.45
H: -0.04 -3.38 -3.52
H: 3.36 -0.49 2.80
H: 4.30 -1.16 1.30
H: 4.70 1.30 0.98
H: 3.15 1.12 -0.08
H: 2.63 1.56 3.05
H: 1.64 2.25 1.53
H: 4.55 3.45 2.45
H: 3.46 4.11 1.06
H: -0.21 -2.19 2.60
H: 1.10 -0.52 3.71
H: 2.26 -2.48 4.51
C: 1.71 -0.27 -8.39
O: 1.68 -1.67 -8.18
H: 1.29 0.23 -7.51
H: 2.74 0.06 -8.54
H: 1.10 -0.01 -9.26
H: 2.06 -2.08 -8.98
C: -2.59 4.05 3.52
O: -3.63 3.15 3.85
H: -1.70 3.79 4.10
H: -2.37 3.98 2.46
H: -2.90 5.07 3.78
H: -4.41 3.40 3.33
C: -4.67 -2.82 0.89
O: -3.85 -2.90 -0.26
H: -5.03 -3.81 1.14
H: -4.08 -2.42 1.73
H: -5.52 -2.16 0.69
H: -3.54 -2.00 -0.46
C: 6.25 8.17 3.41
O: 5.46 8.24 4.58
H: 6.87 9.07 3.34
H: 6.89 7.29 3.45
H: 5.59 8.12 2.53
H: 4.92 7.43 4.61
C: 1.14 2.99 -11.09
O: 1.12 1.59 -10.89
H: 0.73 3.49 -10.21
H: 2.17 3.32 -11.24
H: 0.54 3.24 -11.97
H: 1.49 1.18 -11.69
C: 0.53 -6.95 -2.38
O: 0.33 -5.60 -2.78
H: 0.95 -7.51 -3.21
H: 1.22 -6.98 -1.53
H: -0.43 -7.39 -2.09
H: -0.04 -5.13 -2.01
C: -4.96 -2.86 4.71
O: -5.61 -3.79 3.86
H: -3.88 -3.04 4.67
H: -5.17 -1.84 4.36
H: -5.31 -2.98 5.73
H: -6.56 -3.61 3.91
C: -8.36 -2.46 6.28
O: -8.59 -3.27 5.15
H: -8.01 -1.48 5.95
H: -9.28 -2.34 6.85
H: -7.59 -2.92 6.91
H: -8.90 -4.13 5.47
C: -8.01 3.15 3.08
O: -6.63 3.42 3.19
H: -8.25 2.27 3.69
H: -8.59 4.01 3.44
H: -8.26 2.94 2.04
H: -6.44 4.20 2.64

---

2.
# C24H63N3O9

6 unconnected molecules or ions with the total composition C24H63N3O9 at a distorted geometry (ωB97M-V/def2-TZVPD, the OMol25 dataset).

HOMO-LUMO gap: 8.47 eV
SMILES: COCCNCCOC.COCCNCCOC.COCCNCCOC.CCO.CCO.CCO
ΔE to the lowest compared entry with this formula, charge and spin: 213.6 kJ/mol
LUMO level: 0.248 eV
spin multiplicity: 1

Atoms and positions in Å:
C: 9.15 2.23 2.98
O: 8.30 2.60 1.92
C: 6.93 2.50 2.22
C: 6.36 1.09 2.31
N: 6.01 0.43 1.05
C: 5.63 1.29 -0.07
C: 4.23 1.98 0.13
O: 3.28 0.95 0.33
C: 2.68 0.28 -0.75
H: 9.55 3.07 3.55
H: 9.95 1.66 2.50
H: 8.67 1.56 3.70
H: 6.29 3.16 1.63
H: 6.78 2.98 3.20
H: 5.53 1.11 3.03
H: 7.10 0.42 2.76
H: 5.24 -0.22 1.11
H: 5.53 0.61 -0.92
H: 6.35 2.08 -0.26
H: 4.07 2.48 -0.83
H: 4.16 2.63 0.99
H: 1.99 -0.45 -0.33
H: 3.45 -0.23 -1.32
H: 2.09 0.94 -1.40
C: -1.58 0.87 2.89
O: -1.80 1.38 4.16
C: -0.81 1.00 5.11
C: -1.07 1.67 6.44
N: -0.84 3.10 6.57
C: -1.47 3.92 5.53
C: -1.19 5.38 5.92
O: -1.89 5.62 7.13
C: -1.43 6.75 7.86
H: -2.40 1.08 2.20
H: -1.60 -0.23 2.89
H: -0.67 1.14 2.33
H: 0.16 1.24 4.65
H: -0.88 -0.08 5.27
H: -0.39 1.23 7.17
H: -2.12 1.38 6.63
H: -1.11 3.46 7.47
H: -2.56 3.84 5.42
H: -1.00 3.71 4.58
H: -1.37 6.13 5.14
H: -0.13 5.53 6.15
H: -0.36 6.65 8.07
H: -2.06 6.73 8.74
H: -1.49 7.68 7.28
C: -0.55 1.02 -5.38
O: -1.23 -0.15 -5.75
C: -2.41 -0.36 -5.01
C: -3.23 -1.47 -5.62
N: -4.12 -1.01 -6.69
C: -5.02 -2.06 -7.16
C: -5.89 -1.57 -8.29
O: -5.15 -1.54 -9.48
C: -6.01 -1.49 -10.61
H: -1.20 1.88 -5.60
H: 0.32 1.13 -6.02
H: -0.26 1.06 -4.32
H: -3.01 0.56 -4.95
H: -2.17 -0.52 -3.95
H: -3.73 -2.05 -4.83
H: -2.57 -2.21 -6.08
H: -3.57 -0.45 -7.33
H: -5.56 -2.35 -6.25
H: -4.46 -2.94 -7.52
H: -6.36 -0.60 -8.07
H: -6.71 -2.30 -8.37
H: -6.55 -2.43 -10.55
H: -5.44 -1.53 -11.55
H: -6.64 -0.60 -10.69
C: -1.11 -1.17 -0.20
C: -0.81 -1.71 -1.59
O: -1.92 -2.50 -1.99
H: -0.42 -0.41 0.18
H: -1.13 -1.98 0.54
H: -2.08 -0.68 -0.08
H: 0.11 -2.30 -1.69
H: -0.72 -0.89 -2.30
H: -1.70 -3.44 -1.95
C: 2.33 -2.45 3.53
C: 1.04 -1.65 3.25
O: -0.02 -2.24 3.97
H: 2.27 -3.49 3.22
H: 2.47 -2.41 4.61
H: 3.16 -1.93 3.02
H: 0.92 -1.61 2.16
H: 1.17 -0.60 3.51
H: -0.36 -3.02 3.53
C: -2.66 -7.10 -1.17
C: -2.45 -5.92 -2.13
O: -1.10 -5.45 -2.08
H: -2.08 -7.96 -1.52
H: -3.67 -7.44 -1.41
H: -2.49 -6.88 -0.12
H: -3.14 -5.11 -1.88
H: -2.67 -6.23 -3.15
H: -0.68 -5.82 -1.30

---

Question: Which of these has the lowest HOMO-LUMO gap?
Answer: C24H63F9N3O13PS2